{
  "formula": "C23H52ClF3N12O29S2",
  "method": "the ωB97M-V functional and the def2-TZVPD basis",
  "species": ["O", "C", "O", "C", "C", "C", "O", "C", "F", "F", "F", "C", "S", "C", "C", "C", "C", "C", "S", "O", "O", "Cl", "H", "H", "H", "H", "H", "H", "H", "H", "H", "H", "H", "H", "H", "H", "H", "H", "C", "N", "O", "O", "H", "H", "H", "C", "N", "O", "O", "H", "H", "H", "C", "N", "O", "O", "H", "H", "H", "C", "N", "O", "O", "H", "H", "H", "C", "N", "O", "O", "H", "H", "H", "C", "N", "O", "O", "H", "H", "H", "C", "N", "O", "O", "H", "H", "H", "C", "N", "O", "O", "H", "H", "H", "C", "N", "O", "O", "H", "H", "H", "C", "N", "O", "O", "H", "H", "H", "C", "N", "O", "O", "H", "H", "H", "C", "N", "O", "O", "H", "H", "H"],
  "coordinates": [[0.41149, 3.63458, 4.32164], [-0.27189, 2.72690, 3.93800], [-1.61503, 2.79927, 3.90004], [-2.14345, 1.62988, 3.18683], [-3.57081, 1.47864, 3.70437], [-4.60503, 0.69926, 2.89209], [-4.61695, -0.69364, 3.10189], [-4.50515, 0.94864, 1.39002], [-4.25187, 2.25947, 1.13551], [-5.68000, 0.66422, 0.77586], [-3.55870, 0.22993, 0.78131], [-1.10468, 0.57712, 3.55481], [-1.27874, -1.02690, 2.76298], [0.21527, 1.35884, 3.43167], [0.77827, 1.58386, 2.02214], [1.67864, 0.49391, 1.40867], [2.66041, -0.18262, 2.37732], [2.18788, -1.51510, 2.95162], [3.49919, -2.71625, 3.15871], [3.50535, -3.18366, 4.50428], [4.70742, -2.28001, 2.54241], [2.77709, -4.24279, 2.00252], [-2.07774, 1.90873, 2.13615], [-3.94572, 2.48841, 3.86585], [-3.50440, 1.00883, 4.68883], [-5.59492, 1.07858, 3.16496], [-3.95219, -0.92946, 3.76210], [-1.22627, 0.36373, 4.62078], [-1.05891, -0.65716, 1.49521], [0.97873, 1.08801, 4.15999], [1.38610, 2.49010, 2.07031], [-0.05400, 1.81717, 1.35352], [1.08613, -0.23243, 0.84941], [2.28372, 1.00302, 0.66382], [2.89939, 0.50960, 3.18698], [3.60045, -0.34533, 1.85264], [1.42278, -1.98141, 2.33965], [1.76429, -1.42573, 3.95098], [-1.86370, 5.80888, 5.45948], [-3.18989, 6.12015, 6.05775], [-3.26150, 7.02794, 6.85847], [-4.12587, 5.43013, 5.69908], [-1.13194, 6.49594, 5.86638], [-1.62263, 4.78175, 5.70908], [-1.95474, 5.91511, 4.38354], [-2.70626, 2.51261, -1.89479], [-1.32776, 1.96712, -2.04544], [-0.47943, 2.68121, -2.54033], [-1.14434, 0.83161, -1.65352], [-2.70812, 3.52889, -2.27026], [-3.37654, 1.87701, -2.45937], [-2.94411, 2.47704, -0.83748], [0.47632, -7.46438, 4.13901], [0.15295, -6.13320, 3.56467], [0.43572, -5.13449, 4.18098], [-0.36176, -6.13576, 2.45542], [0.92323, -7.32358, 5.11584], [-0.45578, -8.01846, 4.19585], [1.16446, -7.92931, 3.43601], [-0.79181, -5.06658, -0.51492], [-0.29775, -5.87125, -1.66262], [-1.11405, -6.43249, -2.36315], [0.90875, -5.93650, -1.81632], [-1.87292, -5.13026, -0.50555], [-0.35241, -5.49441, 0.38108], [-0.44917, -4.04545, -0.65592], [4.57148, 0.54731, -2.50179], [3.29046, 0.86005, -1.81987], [3.23190, 1.88375, -1.15996], [2.37588, 0.07968, -1.96663], [5.26882, 1.34807, -2.29019], [4.93487, -0.40622, -2.12889], [4.35174, 0.48626, -3.55998], [2.00337, 3.87611, -4.73157], [3.37646, 3.46479, -5.14048], [4.00063, 4.16784, -5.90476], [3.78824, 2.42343, -4.66317], [1.76457, 4.81391, -5.21447], [1.33255, 3.07523, -5.02865], [2.01225, 3.97539, -3.65009], [4.80125, 7.54996, -5.64683], [3.58167, 7.76527, -4.82208], [3.55983, 8.69861, -4.05272], [2.67439, 6.96783, -4.98058], [5.51434, 8.33012, -5.41114], [5.18173, 6.56121, -5.40829], [4.49813, 7.59410, -6.68550], [1.85302, -9.07163, -0.00805], [2.76788, -9.40330, 1.11975], [3.75251, -10.06307, 0.88509], [2.47123, -8.97260, 2.22373], [2.24457, -9.51391, -0.91193], [0.87444, -9.47205, 0.23873], [1.81313, -7.98738, -0.07344], [-3.88217, -3.25494, 6.54815], [-2.89114, -2.14535, 6.49243], [-3.15009, -1.18458, 5.78444], [-1.88814, -2.26299, 7.15273], [-4.71707, -2.99904, 5.90713], [-3.37265, -4.15211, 6.20996], [-4.18563, -3.35982, 7.58521], [2.89308, 8.35596, -9.95140], [3.99595, 8.77650, -9.04321], [5.09316, 8.28551, -9.21159], [3.71638, 9.58279, -8.17875], [3.29144, 7.63820, -10.65781], [2.11522, 7.92289, -9.32979], [2.52616, 9.24999, -10.44597], [-7.45664, 2.30654, -1.84673], [-6.72510, 1.68948, -2.98757], [-7.33984, 0.97294, -3.74286], [-5.53872, 1.95072, -3.07882], [-8.48990, 1.98560, -1.89585], [-6.97096, 1.96865, -0.93604], [-7.36299, 3.38324, -1.95038], [2.15099, -7.87635, -4.27548], [1.38875, -9.14223, -4.09699], [1.10837, -9.49181, -2.96430], [1.09394, -9.75189, -5.10040], [2.34070, -7.44239, -3.30274], [3.07049, -8.13272, -4.79359], [1.54003, -7.21894, -4.88495]],
  "mulliken_charge": [-0.64, -0.38, -0.39, 0.96, -1.59, 0.12, -0.61, 0.58, -0.30, -0.32, -0.16, -0.39, 0.08, 1.21, -1.58, 0.44, -1.11, -0.74, 1.05, -0.57, -0.60, -0.15, -0.25, 0.39, 0.50, 0.32, 0.32, 0.42, 0.02, 0.63, 0.48, -0.04, 0.73, -0.49, 0.37, 0.75, 0.61, 0.30, -0.46, 0.88, -0.55, -0.55, 0.34, 0.11, 0.24, -0.66, 0.92, -0.53, -0.49, 0.32, 0.42, 0.05, -0.57, 0.86, -0.48, -0.55, 0.29, 0.29, 0.20, -0.53, 1.00, -0.56, -0.53, 0.28, 0.07, 0.33, -0.90, 1.05, -0.58, -0.51, 0.31, 0.30, 0.35, -0.73, 0.90, -0.54, -0.55, 0.32, 0.31, 0.28, -0.48, 0.88, -0.54, -0.53, 0.30, 0.29, 0.07, -0.69, 0.94, -0.53, -0.62, 0.39, 0.26, 0.20, -0.76, 0.84, -0.44, -0.51, 0.30, 0.28, 0.29, -0.72, 0.81, -0.49, -0.48, 0.31, 0.29, 0.28, -0.52, 0.88, -0.52, -0.55, 0.31, 0.10, 0.28, -0.65, 0.91, -0.52, -0.55, 0.19, 0.33, 0.28],
  "e_homo_ev": -9.712,
  "e_tot_ev": -144265.8669,
  "homo_lumo_gap_ev": 9.16,
  "spin_multiplicity": 1,
  "lumo_ev": -0.56,
  "total_charge": 0
}